Entry 1:
Entry from the Open Molecules 2025 dataset: a cluster of 2 separate species, C4H8N3O in total (ωB97M-V with the def2-TZVPD basis set).

Values from the calculation:
Net charge ... +1
E_tot ... -10782.0233 eV
Gap between HOMO and LUMO ... 9.466 eV
ΔE to the lowest compared entry with this formula, charge and spin ... 190.89 kcal/mol

Geometry as XYZ:
```
16
C4H8N3O ωB97M-V with the def2-TZVPD basis set
H -2.682 -2.474 -0.107
O -1.590 1.575 0.180
N -3.050 -0.008 -0.210
H 1.738 -0.714 -0.795
H -3.444 2.125 -0.196
N -0.979 0.304 0.338
H 1.086 1.715 -0.844
C -1.823 -1.964 0.066
C 1.996 -0.046 0.031
H -0.903 -2.342 0.244
N -1.894 -0.678 0.057
H 2.703 -0.376 0.909
C -2.819 1.253 -0.103
C 1.582 1.216 -0.039
H 0.151 0.451 0.518
H 1.834 2.090 0.662
```


Entry 2:
Entry from the Open Molecules 2025 dataset: the ion C4H8N3O with charge +1 (ωB97M-V with the def2-TZVPD basis set).

Values from the calculation:
Net charge ... +1
⟨S²⟩ ... 2.0163
E_tot ... -10784.1658 eV
2S+1 ... 3
Gap between HOMO and LUMO (alpha / beta) ... 8.998 / 6.241 eV
ΔE to the lowest compared entry with this formula, charge and spin ... 8.92 kcal/mol

Geometry as XYZ:
```
16
C4H8N3O ωB97M-V with the def2-TZVPD basis set
H -0.678 -1.161 -1.313
H 3.023 -1.410 0.200
H -2.639 1.236 1.251
N 0.533 0.650 0.126
H -3.751 0.226 0.431
H 2.269 1.941 -0.806
C -1.779 0.340 -0.248
C -1.602 -0.597 -1.238
C 1.755 0.388 0.141
N -2.919 0.822 0.357
H 2.532 -0.797 1.646
H 1.276 -1.571 0.684
H -2.269 -0.995 -1.980
C 2.180 -0.937 0.622
N -0.620 0.670 0.504
O 2.690 1.194 -0.376
```